Arrangement i

ORCA calculation (ωB97M-V with the def2-TZVPD basis set) on H10LiO5 as an isolated structure.

The calculation puts the HOMO energy at -15.4 eV. As for the molecular weight: 97.02 g/mol.

ORCA input file:
```
! wB97M-V def2-TZVPD RIJCOSX def2/J DEFGRID3
* xyz 1 1
Li -0.267 0.086 -0.330
O 1.617 -0.330 0.526
H 1.861 -1.030 1.176
H 2.252 -0.273 -0.225
O -1.247 -1.445 1.252
H -1.335 -2.398 1.198
H -0.744 -1.382 2.054
O -0.791 1.581 1.010
H -0.572 2.527 0.746
H -1.756 1.419 1.215
O -0.871 -1.240 -1.313
H -0.925 -0.536 -2.138
H -0.966 -2.144 -1.494
O 0.920 1.545 -0.954
H 1.651 2.186 -0.810
H 1.178 1.429 -1.914
*
```

Atom charges from the Löwdin analysis, given in e for atoms 1 to 5: Li 0.705; O -0.125; H 0.088; H 0.072; O -0.054

***

Arrangement ii

ORCA calculation (ωB97M-V with the def2-TZVPD basis set) on H10LiO5 as an isolated structure.

The calculation puts the HOMO energy at -16.0 eV. As for the molecular weight: 97.02 g/mol.

ORCA input file:
```
! wB97M-V def2-TZVPD RIJCOSX def2/J DEFGRID3
* xyz 1 1
Li -0.049 0.039 -0.383
O 0.274 0.567 1.587
H 0.488 -0.226 2.124
H -0.382 1.072 1.993
O -1.602 -1.416 0.126
H -2.448 -1.855 0.057
H -1.094 -2.047 0.581
O -1.280 1.625 -0.921
H -2.178 1.491 -0.648
H -1.339 2.449 -1.396
O 1.478 1.141 -0.933
H 1.200 1.984 -0.607
H 2.272 0.993 -0.437
O 1.301 -1.661 -0.185
H 2.148 -1.564 -0.590
H 1.211 -2.592 -0.374
*
```

Atom charges from the Löwdin analysis, given in e for atoms 1 to 5: Li 0.731; O -0.064; H 0.088; H 0.032; O -0.042

***

Most stable structure: arrangement ii

***

Arrangement i

ORCA calculation (ωB97M-V with the def2-TZVPD basis set) on one molecule with the formula C3H3Cl3O.

The calculation puts the HOMO energy at -10.4 eV. Its SMILES is O=C[C@H](Cl)C(Cl)Cl. As for the molecular weight: 161.42 g/mol.

ORCA input file:
```
! wB97M-V def2-TZVPD RIJCOSX def2/J DEFGRID3
* xyz 0 1
O 0.393 1.914 1.038
C -0.392 1.022 0.902
C -0.492 0.201 -0.400
Cl -2.029 -0.584 -0.585
C 0.638 -0.829 -0.430
Cl 2.186 -0.043 -0.849
Cl 0.708 -1.744 1.077
H -1.083 0.696 1.714
H -0.364 0.878 -1.268
H 0.434 -1.510 -1.198
*
```

Atom charges from the Löwdin analysis, given in e for atoms 1 to 5: O 0.071; C -0.333; C -0.810; Cl 0.680; C -1.115

***

Arrangement ii

ORCA calculation (ωB97M-V with the def2-TZVPD basis set) on one molecule with the formula C3H3Cl3O.

The calculation puts the HOMO energy at -9.6 eV. Its SMILES is C=COC(Cl)(Cl)Cl. As for the molecular weight: 161.42 g/mol.

ORCA input file:
```
! wB97M-V def2-TZVPD RIJCOSX def2/J DEFGRID3
* xyz 0 1
C -2.026 0.209 -0.370
C -0.846 -0.138 0.106
O 0.345 -0.116 -0.547
C 1.713 -0.120 0.013
Cl 2.691 -0.145 -1.376
Cl 1.970 -1.470 1.072
Cl 1.980 1.443 1.036
H -2.802 0.247 0.324
H -2.323 0.505 -1.351
H -0.702 -0.416 1.092
*
```

Atom charges from the Löwdin analysis, given in e for atoms 1 to 5: C 0.056; C -0.247; O -0.248; C -1.584; Cl 0.702

***

Most stable structure: arrangement i

***

Arrangement i

ORCA calculation (ωB97M-V with the def2-TZVPD basis set) on an isolated ion of composition C9H16N and charge +1.

The calculation puts the HOMO energy at -14.1 eV. Its SMILES is CC[C@H]1C[N@@+]1(C)C1(C)C=C1. As for the molecular weight: 138.23 g/mol.

ORCA input file:
```
! wB97M-V def2-TZVPD RIJCOSX def2/J DEFGRID3
* xyz 1 1
C 3.003 0.883 -0.152
C 1.462 0.880 -0.420
C 0.858 -0.515 -0.269
C 0.307 -1.114 0.943
N -0.579 -0.734 -0.209
C -1.131 -1.890 -0.926
C -1.385 0.493 0.043
C -1.732 0.835 1.572
C -2.541 0.699 -0.869
C -1.526 1.483 -1.084
H 3.593 0.170 -0.757
H 3.220 0.721 0.872
H 3.296 1.900 -0.334
H 1.171 1.106 -1.503
H 0.925 1.506 0.228
H 1.457 -1.067 -0.875
H 0.286 -2.191 1.036
H 0.285 -0.629 1.848
H -1.484 -2.580 -0.194
H -1.809 -1.437 -1.669
H -0.304 -2.399 -1.462
H -2.672 1.459 1.618
H -0.960 1.422 2.004
H -1.832 -0.151 2.041
H -3.590 0.588 -1.208
H -0.923 2.097 -1.650
*
```

Atom charges from the Löwdin analysis, given in e for atoms 1 to 5: C -0.046; C -0.159; C -0.211; C 0.046; N -0.137

***

Arrangement ii

ORCA calculation (ωB97M-V with the def2-TZVPD basis set) on a 2-piece molecular cluster, C9H16N overall.

The calculation puts the HOMO energy at -12.3 eV. As for the molecular weight: 138.23 g/mol.

ORCA input file:
```
! wB97M-V def2-TZVPD RIJCOSX def2/J DEFGRID3
* xyz 1 1
C 2.704 1.581 -0.307
C 0.835 -0.087 2.496
C 0.979 -1.469 2.197
C 1.225 0.897 1.565
C 1.855 0.572 0.362
C 1.302 -1.802 0.844
C 1.702 -0.798 0.015
H 0.358 0.308 3.522
H 0.481 -2.291 2.828
H 1.054 1.930 1.830
H 1.509 -2.859 0.668
H 2.257 2.143 -1.116
H 3.612 1.139 -0.750
H 2.270 -1.071 -0.747
H 3.084 2.488 0.338
C -1.780 0.156 -1.812
C -3.173 -0.219 -2.096
N -1.729 0.106 -0.095
H -0.993 -0.568 -1.987
H -1.332 1.082 -2.225
H -3.702 0.389 -2.848
H -3.866 -0.167 -1.253
H -2.305 0.755 0.429
H -2.160 -0.880 0.206
H -0.828 -0.064 0.208
H -3.360 -1.268 -2.272
*
```

Atom charges from the Löwdin analysis, given in e for atoms 1 to 5: C -0.054; C -0.096; C -0.082; C -0.096; C -0.275

***

Most stable structure: arrangement ii

***

Arrangement i

ORCA calculation (ωB97M-V with the def2-TZVPD basis set) on a 2-piece molecular cluster, C2HBr2ClO overall.

The calculation puts the HOMO energy at -9.3 eV. Its SMILES is O=C=C(Br)Br.Cl. As for the molecular weight: 236.29 g/mol.

ORCA input file:
```
! wB97M-V def2-TZVPD RIJCOSX def2/J DEFGRID3
* xyz 0 1
O 0.011 -0.288 -2.063
C -0.345 -0.476 -0.999
C -0.744 -0.739 0.191
Br -1.134 0.918 1.218
Br -0.998 -2.349 0.977
Cl 2.222 1.479 0.188
H 0.987 1.455 0.488
*
```

Atom charges from the Löwdin analysis, given in e for atoms 1 to 5: O 0.219; C -0.426; C -1.177; Br 0.689; Br 0.780

***

Arrangement ii

ORCA calculation (ωB97M-V with the def2-TZVPD basis set) on one molecule with the formula C2HBr2ClO.

The calculation puts the HOMO energy at -10.6 eV. Its SMILES is O=C(Cl)C(Br)Br. As for the molecular weight: 236.29 g/mol.

ORCA input file:
```
! wB97M-V def2-TZVPD RIJCOSX def2/J DEFGRID3
* xyz 0 1
O 0.011 0.331 -1.910
C -0.416 -0.014 -0.895
Cl -2.052 -0.549 -0.623
C 0.228 0.107 0.554
Br 1.920 1.177 0.401
Br 0.608 -1.749 1.108
H -0.299 0.698 1.364
*
```

Atom charges from the Löwdin analysis, given in e for atoms 1 to 5: O 0.076; C -0.994; Cl 0.685; C -1.046; Br 0.597

***

Most stable structure: arrangement ii

***

Arrangement i

ORCA calculation (ωB97M-V with the def2-TZVPD basis set) on a 5-piece molecular cluster, C2H14NO4 overall.

The calculation puts the HOMO energy at -14.4 eV. As for the molecular weight: 116.14 g/mol.

ORCA input file:
```
! wB97M-V def2-TZVPD RIJCOSX def2/J DEFGRID3
* xyz 1 1
C -1.515 -1.442 -2.061
C -1.903 0.668 -0.750
N -1.178 -0.290 -1.202
H -2.375 -1.285 -2.889
H -1.905 -2.300 -1.362
H -0.772 -1.941 -2.664
H -2.950 1.045 -0.914
H -1.367 1.235 -0.005
H -0.244 -0.382 -0.862
H 3.305 1.158 4.569
H 2.961 -0.445 4.825
O 2.726 0.354 4.362
H -0.981 2.692 -2.552
H -0.139 1.370 -2.916
O -1.048 1.804 -2.796
H 0.199 -0.554 2.415
H 1.489 0.030 2.791
O 0.691 0.219 2.455
H 1.767 -1.357 -0.447
H 1.761 -0.052 0.388
O 1.479 -0.527 -0.383
*
```

Atom charges from the Löwdin analysis, given in e for atoms 1 to 5: C -0.033; C 0.147; N -0.033; H 0.151; H 0.133

***

Arrangement ii

ORCA calculation (ωB97M-V with the def2-TZVPD basis set) on a 4-piece molecular cluster, C2H14NO4 overall.

The calculation puts the HOMO energy at -14.1 eV. As for the molecular weight: 116.14 g/mol.

ORCA input file:
```
! wB97M-V def2-TZVPD RIJCOSX def2/J DEFGRID3
* xyz 1 1
C -0.980 -0.996 1.287
O -2.247 -1.699 1.074
C -0.570 -0.573 -0.128
N 0.619 -1.174 -0.831
H -0.224 -1.641 1.840
H -1.192 -0.082 1.936
H -2.507 -2.227 1.830
H -1.491 -0.637 -0.791
H -0.381 0.567 -0.333
H 0.235 -1.470 -1.705
H 1.125 -1.924 -0.220
H 1.450 -0.594 -1.188
H -1.641 -2.290 -3.564
H -0.376 -1.834 -4.224
O -0.809 -1.944 -3.317
H 1.485 4.387 0.377
H 2.696 4.483 1.366
O 2.072 3.874 1.028
H 0.399 1.770 2.484
H 1.414 2.383 1.509
O 0.924 1.619 1.568
*
```

Atom charges from the Löwdin analysis, given in e for atoms 1 to 5: C -0.204; O -0.082; C -0.161; N 0.161; H 0.139

***

Arrangement iii

ORCA calculation (ωB97M-V with the def2-TZVPD basis set) on a 5-piece molecular cluster, C2H14NO4 overall.

The calculation puts the HOMO energy at -13.9 eV. As for the molecular weight: 116.14 g/mol.

ORCA input file:
```
! wB97M-V def2-TZVPD RIJCOSX def2/J DEFGRID3
* xyz 1 1
C 1.331 -0.694 -0.630
C 2.327 0.147 -0.692
N 0.269 -0.520 0.398
H 1.130 -1.566 -1.232
H 3.216 -0.016 -1.283
H 2.538 0.989 -0.045
H 0.336 -1.273 1.084
H 0.290 0.401 0.844
H -0.643 -0.638 -0.099
H -0.135 -3.012 3.408
H -1.055 -3.231 2.184
O -0.351 -2.677 2.532
H -0.361 2.503 1.519
H -0.498 2.637 -0.062
O -0.648 2.072 0.704
H -3.049 -0.142 -0.846
H -2.101 0.908 -0.296
O -2.110 0.024 -0.694
H -0.760 0.836 -2.102
H 0.210 1.931 -2.710
O 0.064 1.320 -1.981
*
```

Atom charges from the Löwdin analysis, given in e for atoms 1 to 5: C -0.149; C 0.046; N 0.174; H 0.128; H 0.080

***

Most stable structure: arrangement iii

***

Arrangement i

ORCA calculation (ωB97M-V with the def2-TZVPD basis set) on one molecule with the formula C2H2N4O2.

The calculation puts the HOMO energy at -9.8 eV. Its SMILES is O/N=c1\nncno1. As for the molecular weight: 114.06 g/mol.

ORCA input file:
```
! wB97M-V def2-TZVPD RIJCOSX def2/J DEFGRID3
* xyz 0 1
O 2.829 0.134 0.095
N 1.822 -0.774 0.050
C 0.652 -0.491 -0.236
N 0.227 0.815 -0.226
N -0.987 1.228 -0.197
C -1.942 0.204 0.067
N -1.619 -1.004 0.178
O -0.374 -1.451 -0.342
H 2.467 1.004 0.060
H -3.074 0.334 0.552
*
```

Atom charges from the Löwdin analysis, given in e for atoms 1 to 5: O 0.022; N 0.080; C -0.402; N 0.097; N 0.082

***

Arrangement ii

ORCA calculation (ωB97M-V with the def2-TZVPD basis set) on one molecule with the formula C2H2N4O2.

The calculation puts the HOMO energy at -10.3 eV. Its SMILES is O/N=C/c1nnno1. As for the molecular weight: 114.06 g/mol.

ORCA input file:
```
! wB97M-V def2-TZVPD RIJCOSX def2/J DEFGRID3
* xyz 0 1
O 3.022 0.160 -1.018
N 1.868 0.391 -0.436
C 1.013 -0.645 -0.537
C -0.261 -0.193 0.108
N -0.735 0.924 0.116
N -2.060 0.915 0.614
N -2.436 -0.334 0.787
O -1.234 -1.088 0.535
H 3.630 0.945 -0.431
H 1.098 -1.761 -0.700
*
```

Atom charges from the Löwdin analysis, given in e for atoms 1 to 5: O -0.080; N -0.060; C -0.010; C -0.401; N 0.078

***

Arrangement iii

ORCA calculation (ωB97M-V with the def2-TZVPD basis set) on C2H2N4O2 as an isolated structure.

The calculation puts the HOMO energy at -10.3 eV. As for the molecular weight: 114.06 g/mol.

ORCA input file:
```
! wB97M-V def2-TZVPD RIJCOSX def2/J DEFGRID3
* xyz 0 1
C 1.028 0.269 0.288
C -1.564 0.220 0.017
H 0.793 2.018 0.148
H -1.511 1.232 -0.867
N 1.537 1.414 -0.018
N 1.842 -1.011 -0.278
N 0.985 -1.996 -0.020
N -0.282 -0.240 0.648
O -0.267 -1.526 0.217
O -2.561 -0.379 -0.135
*
```

Atom charges from the Löwdin analysis, given in e for atoms 1 to 5: C -0.320; C -0.235; H 0.008; H 0.214; N 0.158

***

Most stable structure: arrangement ii